{
  "formula": "C5H38N2O13",
  "method": "ωB97M-V with the def2-TZVPD basis set",
  "species": ["C", "C", "C", "C", "O", "N", "C", "N", "H", "H", "H", "H", "H", "H", "H", "H", "H", "H", "H", "H", "H", "H", "H", "H", "O", "H", "H", "O", "H", "H", "O", "H", "H", "O", "H", "H", "O", "H", "H", "O", "H", "H", "O", "H", "H", "O", "H", "H", "O", "H", "H", "O", "H", "H", "O", "H", "H", "O"],
  "coordinates": [[-2.7073, 1.4078, -1.4774], [-1.9755, 0.8434, -0.2683], [-3.0268, 0.2022, 0.8508], [-3.2860, -1.2866, 0.7458], [-4.1429, 1.1788, 1.0609], [-0.9787, -0.2568, -0.6006], [0.3563, -0.3502, 0.0812], [0.8999, -1.7122, -0.1069], [-3.4707, 0.6945, -1.8266], [-2.1975, 1.7793, -2.3358], [-3.2884, 2.2871, -1.0108], [-1.5683, 1.5539, 0.4938], [-2.6986, 0.2199, 1.8801], [-3.0782, -1.8108, 1.7420], [-4.3672, -1.3802, 0.3627], [-2.6676, -1.7620, 0.0207], [-4.8806, 0.7252, 0.6872], [-1.0149, -0.4081, -1.6820], [1.1661, 0.5236, -0.3006], [0.0050, 0.1398, 0.9722], [0.4314, -2.2643, -0.8928], [0.8696, -2.2665, 0.7443], [4.4093, -1.5098, 0.0119], [3.0615, -2.2912, 0.0173], [4.0685, -2.5275, -0.2066], [-0.8731, 2.4628, 2.4313], [-2.4755, 2.3335, 2.6805], [-1.6246, 2.7565, 3.0024], [-0.0334, -2.8430, 2.5476], [0.4492, -1.3043, 2.3704], [-0.2725, -2.0304, 2.2498], [0.4976, 2.9739, -4.1148], [1.2613, 1.7604, -3.8214], [0.8029, 2.3862, -3.5982], [1.0471, 3.6201, 0.0659], [0.8030, 2.1882, -0.0442], [1.2132, 2.8121, 0.3814], [-0.9288, -3.6208, -1.9860], [-1.7932, -2.8320, -2.9843], [-0.9119, -3.0523, -2.6589], [1.6274, -0.1602, 3.6432], [2.6398, -0.1392, 2.6236], [1.8621, -0.5581, 2.7893], [1.2222, -1.2892, -3.2887], [2.5859, -1.0764, -2.3827], [2.1991, -1.0310, -3.2993], [-0.6746, 3.9766, -0.7623], [0.0896, 2.9282, -1.6595], [-0.7918, 3.1278, -1.1827], [1.7692, 2.7900, 2.1179], [2.1124, 2.1372, 3.5426], [1.3931, 2.4097, 2.9601], [3.8130, 0.6379, -0.0084], [4.4120, 0.0587, -1.4677], [4.3086, -0.0705, -0.5284], [1.0339, -4.2979, -0.1576], [-0.4162, -3.6635, 0.0903], [0.0845, -4.4001, -0.0898]],
  "atomic_forces_ev_per_a": [[-2.3, 0.8, 2.1], [0.3, -2.2, 2.7], [0.7, 1.2, 0.2], [-2.8, -0.2, 0.3], [1.3, -1.4, -0.6], [-0.3, 0.7, -2.8], [-0.8, 2.0, -3.5], [0.2, 0.4, -0.8], [0.2, 0.0, 0.1], [0.9, 0.0, -0.2], [0.7, -1.2, -1.1], [0.4, 0.2, -1.7], [1.7, 0.7, -0.1], [-0.8, 0.7, -1.5], [1.2, -0.5, 0.8], [0.6, -0.1, -0.6], [-1.3, -0.1, -0.4], [0.6, 0.4, 2.7], [-1.5, -2.5, 0.3], [0.9, -1.1, 1.6], [0.7, 1.8, 1.4], [-0.3, 0.5, -0.4], [-0.9, -3.9, -1.1], [2.8, -1.0, -1.0], [-2.2, 3.7, 2.0], [-1.0, 0.2, 0.7], [1.7, 0.7, 0.3], [-0.7, -0.8, -0.9], [1.5, -3.4, 1.8], [-1.4, -2.4, 0.1], [-0.7, 5.1, -0.9], [-2.9, 5.9, -6.4], [7.7, -10.3, -4.7], [-4.7, 4.3, 11.3], [-1.1, 4.4, -1.9], [-3.9, -5.1, -3.7], [5.8, 1.0, 6.1], [-0.5, -3.8, 4.1], [0.2, -0.4, 0.4], [0.4, 4.1, -4.6], [-0.4, -0.3, -0.2], [3.6, 1.7, -1.4], [-2.9, -1.3, 1.8], [2.2, 0.3, 0.5], [-1.2, -0.4, -1.1], [-1.1, 0.0, 0.7], [-0.1, 0.5, 0.1], [-2.2, 0.6, 0.5], [2.1, -0.1, -1.6], [-0.5, -0.8, 1.2], [-0.1, 0.4, -0.2], [0.6, 0.3, -0.6], [1.0, -1.1, -1.9], [-0.3, 0.7, -0.2], [-0.6, 1.9, 2.1], [-0.1, 0.7, 0.1], [-1.0, 2.9, 1.0], [0.8, -4.0, -1.0]],
  "nbo_charge": [-0.64, -0.04, 0.07, -0.65, -0.74, -0.69, -0.02, -0.93, 0.19, 0.23, 0.24, 0.20, 0.18, 0.23, 0.19, 0.24, 0.46, 0.37, 0.08, 0.21, 0.39, 0.39, 0.49, 0.47, -1.02, 0.48, 0.48, -0.96, 0.47, 0.51, -0.99, 0.47, 0.46, -0.92, 0.47, 0.48, -0.93, 0.48, 0.48, -0.95, 0.49, 0.48, -0.92, 0.49, 0.49, -0.98, 0.46, 0.49, -0.95, 0.50, 0.46, -0.98, 0.51, 0.51, -0.96, 0.49, 0.48, -0.96],
  "de_lowest_kj_mol": 992.3,
  "mol_weight_da": 334.36,
  "total_energy_ev": -35392.0886,
  "e_homo_ev": -8.47,
  "spin_multiplicity": 1,
  "homo_lumo_gap_ev": 8.2
}